Model one:
The following is a DFT calculation (ωB97M-V with the def2-TZVPD basis set) of C6H11NO as an isolated structure.

Results
LUMO (spin up / spin down): -0.01517 / 0.00332 hartree
HOMO energy (spin up / spin down): -0.2740 / -0.3076 hartree

Cartesian coordinates (Å):
O: 1.414 0.262 1.324
N: 1.310 -1.604 0.067
C: 0.833 -0.383 0.467
C: -0.028 0.698 -0.850
C: -1.659 -0.753 1.764
C: -0.937 -1.636 1.109
C: -0.115 2.146 -0.399
C: 0.733 0.447 -2.026
H: 0.790 -2.227 -0.527
H: -0.719 2.745 -1.082
H: -0.566 2.212 0.594
H: 0.427 -0.300 -2.746
H: -1.012 0.223 -0.868
H: -1.097 -2.707 1.054
H: -2.649 -0.981 2.163
H: 0.883 2.582 -0.327
H: 1.631 1.018 -2.232
H: -1.291 0.267 1.896
H: 2.052 -2.010 0.619

---

Model two:
The following is a DFT calculation (ωB97M-V with the def2-TZVPD basis set) of C6H11NO as an isolated structure.

Results
LUMO: 0.03421 hartree
HOMO energy: -0.2871 hartree

Cartesian coordinates (Å):
O: -2.077 1.353 -0.859
N: 0.095 0.424 -0.779
C: -1.369 -1.071 -0.557
C: -1.302 0.436 -0.770
C: 0.915 -0.185 1.018
C: -0.101 -0.248 2.127
C: 0.965 1.283 -1.540
C: 0.171 -1.082 -0.486
H: 0.488 2.246 -1.715
H: 0.689 -1.614 -1.291
H: -1.935 -1.377 0.320
H: -0.950 0.407 1.934
H: 1.433 0.781 1.043
H: -1.770 -1.596 -1.428
H: -0.455 -1.262 2.291
H: 0.369 0.125 3.044
H: 1.893 1.483 -0.993
H: 1.706 -0.918 1.135
H: 1.233 0.817 -2.496

---

Model three:
The following is a DFT calculation (ωB97M-V with the def2-TZVPD basis set) of a single C6H11NO molecule.

Results
LUMO: 0.03421 hartree
HOMO energy: -0.2969 hartree

Cartesian coordinates (Å):
O: 1.468 -0.871 0.455
N: 0.113 1.106 -0.357
C: -0.162 2.478 -0.884
C: -0.899 -0.702 0.743
C: -0.447 -2.116 0.740
C: -0.458 0.755 0.926
C: 0.271 -1.150 -0.178
C: 0.074 -0.150 -1.261
H: 1.770 0.002 0.096
H: -0.065 3.184 -0.079
H: 0.212 -2.435 1.582
H: 0.533 2.760 -1.679
H: -1.017 -2.966 0.411
H: 0.776 0.013 -2.141
H: -1.185 2.493 -1.308
H: -1.896 -0.710 0.242
H: -0.948 -0.144 -1.703
H: 0.299 0.857 1.765
H: -1.288 1.481 1.156

---

Of them, model one has the lowest stability.

---

Model one:
The following is a DFT calculation (ωB97M-V with the def2-TZVPD basis set) of a single C4H8N2O molecule.

Results
LUMO: 0.03752 hartree
HOMO energy: -0.3525 hartree

Cartesian coordinates (Å):
O: 2.374 -1.653 0.138
N: 1.858 0.086 -1.235
N: -0.428 0.603 0.076
C: -1.605 -0.048 -0.475
C: 1.676 -0.695 -0.144
C: 0.522 -0.263 0.756
C: -1.703 0.794 0.742
H: 1.264 0.888 -1.379
H: -2.120 1.797 0.688
H: -1.952 0.330 -1.434
H: 0.954 0.290 1.599
H: 0.074 -1.182 1.165
H: 2.640 -0.101 -1.840
H: -1.692 -1.127 -0.347
H: -1.859 0.282 1.692

---

Model two:
The following is a DFT calculation (ωB97M-V with the def2-TZVPD basis set) of a single C4H8N2O molecule.

Results
LUMO: 0.03735 hartree
HOMO energy: -0.3528 hartree

Cartesian coordinates (Å):
O: 2.354 -1.622 0.220
N: -0.433 0.640 0.105
N: 1.842 0.051 -1.244
C: -1.593 -0.002 -0.498
C: 0.520 -0.220 0.763
C: -1.725 0.795 0.747
C: 1.659 -0.663 -0.119
H: -1.678 -1.086 -0.410
H: -1.904 0.244 1.670
H: 2.576 -0.199 -1.884
H: -1.918 0.412 -1.450
H: 0.263 -1.272 1.169
H: 0.941 0.284 1.636
H: -2.149 1.796 0.719
H: 1.245 0.843 -1.423

---

Model three:
The following is a DFT calculation (ωB97M-V with the def2-TZVPD basis set) of a single C4H8N2O molecule.

Results
LUMO (spin up / spin down): 0.01765 / 0.02043 hartree
HOMO energy (spin up / spin down): -0.2993 / -0.2939 hartree

Cartesian coordinates (Å):
O: -1.273 0.426 1.182
N: 1.027 -1.132 0.396
N: -1.540 -0.697 0.333
C: 1.456 -0.372 1.332
C: -0.346 -1.312 -0.067
C: -0.213 -0.281 -1.137
C: 0.032 1.177 -1.167
H: -0.252 -0.719 -2.131
H: 2.530 -0.224 1.472
H: 0.896 0.251 2.026
H: -0.538 -2.321 -0.427
H: 0.175 1.531 -2.190
H: -0.802 1.764 -0.770
H: 0.910 1.474 -0.590
H: -2.063 0.434 1.740

---

Of them, model three has the lowest stability.

---

Model one:
The following is a DFT calculation (ωB97M-V with the def2-TZVPD basis set) of a single C8H7N3O molecule.

Results
LUMO: 0.02381 hartree
HOMO energy: -0.3197 hartree

Cartesian coordinates (Å):
O: -3.487 0.323 0.050
N: -1.253 0.287 -0.038
N: -2.447 -1.669 -0.052
N: 0.531 -1.395 -0.124
C: -2.479 -0.338 -0.027
C: 0.917 1.005 0.035
C: -1.203 1.688 -0.049
C: 1.830 -1.546 -0.043
C: 2.768 -0.504 0.026
C: 2.302 0.761 0.039
C: 0.094 2.145 -0.042
C: 0.064 -0.122 0.032
H: -2.155 2.204 -0.094
H: -3.225 -2.231 0.272
H: 0.325 3.214 -0.201
H: 2.200 -2.549 -0.004
H: 3.798 -0.762 0.053
H: -1.559 -2.133 0.099
H: 2.981 1.622 0.069

---

Model two:
The following is a DFT calculation (ωB97M-V with the def2-TZVPD basis set) of a single C8H7N3O molecule.

Results
LUMO (spin up / spin down): -0.08404 / -0.10199 hartree
HOMO energy (spin up / spin down): -0.3675 / -0.3509 hartree

Cartesian coordinates (Å):
O: -1.043 2.231 -0.506
N: 2.164 -2.872 0.372
N: 0.453 1.412 1.093
N: 3.004 1.560 -0.057
C: 1.913 -1.827 -0.001
C: -0.720 -0.839 -0.743
C: -1.234 -0.072 0.228
C: 0.524 -0.419 -1.509
C: 1.653 -0.599 -0.577
C: 2.296 0.639 -0.160
C: -0.417 1.541 0.231
C: -2.375 -0.169 1.137
H: 0.710 -0.957 -2.436
H: -3.324 0.018 0.631
H: -0.827 -1.823 -0.864
H: 1.285 2.028 1.198
H: -2.390 -1.058 1.701
H: -2.231 0.546 1.951
H: 0.560 0.661 -1.689

---

Model three:
The following is a DFT calculation (ωB97M-V with the def2-TZVPD basis set) of a single C8H7N3O molecule.

Results
LUMO: -0.01657 hartree
HOMO energy: -0.3332 hartree

Cartesian coordinates (Å):
O: -0.335 2.914 -1.947
N: 0.218 0.595 1.126
N: -1.074 2.371 0.463
N: -0.458 0.770 -1.022
C: 0.504 -1.129 -0.390
C: -0.653 2.100 -0.960
C: -0.303 -0.018 -2.213
C: 0.165 0.146 -0.003
C: 0.603 -1.769 1.924
C: 0.216 -1.197 -1.853
C: 0.377 -0.413 2.101
C: 0.351 -2.259 0.559
H: -1.079 3.296 0.531
H: 0.257 0.069 2.996
H: 0.502 -2.227 -2.178
H: 0.989 -2.497 2.542
H: -0.277 0.593 -3.184
H: 0.806 -3.242 0.190
H: -0.807 1.898 1.317

---

Of them, model two has the lowest stability.

---

Model one:
The following is a DFT calculation (ωB97M-V with the def2-TZVPD basis set) of a 18-piece molecular cluster, H36O18 overall.

Results
LUMO: -0.01152 hartree
HOMO energy: -0.3881 hartree

Cartesian coordinates (Å):
O: -1.191 -3.377 1.284
O: 1.976 4.030 -0.064
O: -2.579 -3.177 -0.932
O: 5.112 -2.091 -3.147
O: 0.041 -1.042 -2.878
O: -0.389 2.598 0.096
O: -4.051 -0.565 2.011
O: -4.753 3.965 -0.414
O: 3.123 -3.861 2.663
O: 1.821 3.918 -3.136
O: -0.850 2.129 -3.750
O: 1.089 -0.582 4.381
O: -2.981 5.495 2.151
O: 2.949 -2.063 0.039
O: 2.726 -0.757 -3.949
O: -1.409 1.522 3.651
O: -1.938 -1.457 4.996
O: 1.017 -4.622 -2.886
H: -0.936 2.240 4.025
H: -3.183 -0.479 1.491
H: -1.256 -1.145 4.433
H: 2.684 3.924 -3.373
H: -4.283 0.301 2.095
H: -1.899 -2.710 1.708
H: 0.385 -1.013 4.030
H: 1.635 -4.753 -2.176
H: -1.578 -2.137 5.516
H: -1.521 -3.573 0.357
H: -0.200 1.528 -3.306
H: -3.414 5.479 1.326
H: 3.339 -1.029 0.207
H: 2.745 -3.153 3.022
H: -1.877 1.309 4.363
H: 1.344 4.562 -0.663
H: 3.173 -2.470 0.888
H: -0.294 2.894 -3.912
H: -2.250 4.798 2.232
H: -4.680 3.244 -1.073
H: 0.676 -1.115 -2.165
H: 2.085 -0.818 -4.833
H: 5.347 -1.167 -2.880
H: -1.132 2.169 0.619
H: -3.026 -3.714 -1.431
H: 0.253 2.786 0.816
H: -4.785 3.412 0.408
H: 2.725 -4.728 2.489
H: 2.087 3.271 -0.652
H: 4.395 -2.219 -2.579
H: 1.256 3.474 -3.583
H: 3.802 -0.731 -4.020
H: -2.163 -2.529 -1.571
H: 1.091 0.330 4.146
H: 1.666 -4.831 -3.599
H: 0.071 -1.908 -3.278

---

Model two:
The following is a DFT calculation (ωB97M-V with the def2-TZVPD basis set) of a 18-piece molecular cluster, H36O18 overall.

Results
LUMO: -0.00366 hartree
HOMO energy: -0.3947 hartree

Cartesian coordinates (Å):
O: -0.638 -3.369 0.971
O: -1.644 1.352 1.623
O: -0.365 1.670 5.539
O: -0.769 -4.894 -3.078
O: 0.779 -2.430 -1.135
O: -0.594 3.546 -2.658
O: 3.666 -0.549 -1.991
O: 0.865 1.067 2.790
O: 5.151 -0.638 0.819
O: -3.557 4.517 0.253
O: 3.287 -2.029 3.361
O: -1.549 1.402 -0.917
O: -2.429 -2.399 -2.491
O: -3.496 -1.408 -0.203
O: 0.992 -1.269 1.503
O: -1.228 4.200 1.533
O: 1.878 1.855 -3.281
O: -0.339 -0.407 -2.572
H: 2.877 -0.931 -1.534
H: 1.598 2.702 -3.041
H: -3.183 -2.588 -2.908
H: -0.978 1.942 -1.528
H: 0.317 -1.886 -0.437
H: -2.378 1.201 2.226
H: 0.035 -2.933 1.434
H: -1.541 3.557 -2.857
H: 3.360 0.077 -2.555
H: -0.422 4.408 -2.239
H: -3.329 -0.774 -0.914
H: 5.468 0.329 0.678
H: -1.478 -3.101 1.327
H: 0.111 2.296 6.008
H: 4.133 -1.766 2.975
H: 0.831 -0.986 2.458
H: -1.105 3.528 2.257
H: -0.364 -1.389 -2.343
H: 0.280 0.804 3.603
H: 0.105 -4.508 -3.076
H: 3.664 -2.909 3.683
H: 5.046 -0.933 -0.092
H: -1.590 1.681 0.750
H: -2.854 -2.084 -0.467
H: -2.113 -3.401 -2.640
H: -1.091 -0.234 -3.181
H: 0.175 1.392 2.191
H: 0.648 -3.318 -0.905
H: 0.026 1.858 4.682
H: -0.818 3.712 0.732
H: -0.683 -5.599 -2.495
H: 1.010 1.420 -3.289
H: -3.853 3.549 0.057
H: 1.761 -1.945 1.817
H: -1.102 0.504 -1.137
H: -2.655 4.610 0.233

---

Of them, model one has the lowest stability.

---

Model one:
The following is a DFT calculation (ωB97M-V with the def2-TZVPD basis set) of a single C4H5N2P molecule.

Results
LUMO (spin up / spin down): -0.01588 / -0.08990 hartree
HOMO energy (spin up / spin down): -0.2374 / -0.3161 hartree
Multiplicity: 3
⟨S²⟩: 2.016

Cartesian coordinates (Å):
P: 1.025 -1.851 0.004
N: 3.197 1.243 -0.204
N: -1.179 0.213 -0.445
C: 1.109 -0.123 0.154
C: 2.255 0.603 -0.032
C: -0.153 0.768 0.309
C: -1.421 -1.068 -0.065
H: 0.231 1.842 0.024
H: -0.324 0.708 1.428
H: -1.224 0.468 -1.450
H: -1.974 -1.680 -0.786
H: -1.542 -1.122 1.062

---

Model two:
The following is a DFT calculation (ωB97M-V with the def2-TZVPD basis set) of C4H5N2P as an isolated structure.

Results
LUMO (spin up / spin down): 0.02750 / -0.08496 hartree
HOMO energy (spin up / spin down): -0.2260 / -0.3275 hartree
Multiplicity: 3
⟨S²⟩: 2.014

Cartesian coordinates (Å):
P: -0.297 -1.404 2.445
N: 0.716 -1.279 -0.124
N: 1.284 0.420 -1.433
C: -0.152 -0.226 0.043
C: -1.370 -0.484 1.648
C: 1.528 -0.829 -1.010
C: 0.152 0.834 -0.758
H: -0.963 -1.851 3.530
H: 2.402 -1.304 -1.375
H: 2.094 0.931 -1.886
H: -2.394 -0.134 1.566
H: -0.414 1.678 -1.187

---

Of them, model two has the lowest stability.

---

Model one:
The following is a DFT calculation (ωB97M-V with the def2-TZVPD basis set) of a single CH2S2 molecule.

Results
LUMO: -0.01147 hartree
HOMO energy: -0.3296 hartree

Cartesian coordinates (Å):
S: 0.486 -1.204 0.000
S: -2.014 0.401 0.000
C: -0.402 0.293 0.000
H: 0.220 1.179 0.000
H: 1.710 -0.669 0.000

---

Model two:
The following is a DFT calculation (ωB97M-V with the def2-TZVPD basis set) of a single CH2S2 molecule.

Results
LUMO: -0.02119 hartree
HOMO energy: -0.3235 hartree

Cartesian coordinates (Å):
S: -0.722 -1.034 0.670
S: 0.809 1.155 -0.414
C: -0.164 -0.195 -0.631
H: 0.302 -0.520 1.377
H: -0.723 -0.240 -1.678

---

Model three:
The following is a DFT calculation (ωB97M-V with the def2-TZVPD basis set) of a 2-piece molecular cluster, CH2S2 overall.

Results
LUMO (spin up / spin down): -0.02852 / -0.02208 hartree
HOMO energy (spin up / spin down): -0.3605 / -0.2931 hartree

Cartesian coordinates (Å):
S: 0.723 -0.615 -1.070
S: -2.102 0.266 -0.414
C: -0.577 -0.023 -0.204
H: 0.309 0.897 1.805
H: 1.648 -0.524 -0.117

---

Of them, model three has the lowest stability.

---

Model one:
The following is a DFT calculation (ωB97M-V with the def2-TZVPD basis set) of a single C5H11N molecule.

Results
LUMO: 0.03694 hartree
HOMO energy: -0.2663 hartree

Cartesian coordinates (Å):
N: -0.109 -1.452 1.280
C: 0.832 -0.887 -1.625
C: -0.481 1.253 -1.215
C: -0.052 -0.007 -0.745
C: -0.205 1.067 1.598
C: -0.181 -0.135 0.668
H: 0.646 -2.026 0.819
H: 0.127 -1.423 2.261
H: -1.242 1.383 1.902
H: -0.667 1.179 -2.264
H: 0.284 0.930 2.541
H: 1.836 -0.440 -1.798
H: 0.193 2.006 -1.140
H: 0.330 1.920 1.105
H: -1.423 1.625 -0.732
H: 0.948 -1.815 -1.158
H: 0.258 -0.926 -2.586

---

Model two:
The following is a DFT calculation (ωB97M-V with the def2-TZVPD basis set) of a 2-piece molecular cluster, C5H11N overall.

Results
LUMO: 0.03850 hartree
HOMO energy: -0.2597 hartree

Cartesian coordinates (Å):
N: 0.196 0.686 -0.770
C: 1.303 0.376 -0.183
C: -0.782 0.108 -1.681
C: -1.369 -0.078 1.896
C: -0.830 1.488 -1.124
C: 1.809 -1.032 -0.109
H: -0.389 -0.138 -2.676
H: 1.830 1.174 0.335
H: 1.956 -1.347 0.933
H: -1.426 -0.661 -1.249
H: -2.067 -0.313 2.700
H: 1.104 -1.729 -0.575
H: -0.713 2.441 -1.626
H: 2.775 -1.130 -0.619
H: -1.046 -0.997 1.416
H: -0.496 0.442 2.293
H: -1.846 0.570 1.158

---

Model three:
The following is a DFT calculation (ωB97M-V with the def2-TZVPD basis set) of a single C5H11N molecule.

Results
LUMO: 0.04003 hartree
HOMO energy: -0.2997 hartree

Cartesian coordinates (Å):
N: 1.935 0.540 0.781
C: -2.441 0.585 0.055
C: 1.320 -0.348 -0.104
C: 1.870 -1.494 -0.515
C: -0.041 0.096 -0.590
C: -1.064 0.170 0.548
H: 2.928 0.397 0.880
H: 1.337 -2.136 -1.195
H: -0.658 0.799 1.336
H: -3.146 0.761 0.866
H: 0.107 1.053 -1.101
H: 2.828 -1.836 -0.152
H: -0.380 -0.604 -1.348
H: -2.387 1.536 -0.481
H: -1.089 -0.845 0.954
H: -2.824 -0.186 -0.605
H: 1.705 1.514 0.671

---

Of them, model two has the lowest stability.

---

Model one:
The following is a DFT calculation (ωB97M-V with the def2-TZVPD basis set) of a single C5H11N molecule.

Results
LUMO: 0.04309 hartree
HOMO energy: -0.3245 hartree

Cartesian coordinates (Å):
N: -0.629 1.981 -0.605
C: 0.751 -1.117 1.010
C: -0.098 0.608 -0.726
C: -0.388 -0.161 0.549
C: -0.383 -0.089 -2.045
C: 0.934 -1.454 2.255
H: -1.391 0.077 -2.440
H: 1.780 -2.148 2.558
H: 0.336 0.349 -2.798
H: 1.022 0.629 -0.605
H: 1.276 -1.556 0.047
H: -1.564 2.305 -0.363
H: -1.116 -1.091 0.329
H: -0.258 2.831 -1.244
H: -0.896 0.455 1.311
H: 0.489 -1.275 3.171
H: -0.174 -1.164 -1.992

---

Model two:
The following is a DFT calculation (ωB97M-V with the def2-TZVPD basis set) of a single C5H11N molecule.

Results
LUMO: 0.04149 hartree
HOMO energy: -0.3262 hartree

Cartesian coordinates (Å):
N: -0.441 -0.030 -1.126
C: -0.950 0.484 1.266
C: 0.087 0.328 0.174
C: -0.550 -1.479 -1.365
C: 1.480 -0.133 0.524
C: -0.356 1.699 0.611
H: 0.411 -2.037 -1.235
H: -0.989 2.256 -0.077
H: 1.613 -1.220 0.563
H: -2.008 0.251 1.002
H: -1.237 -1.921 -0.640
H: 0.373 2.319 1.119
H: 1.866 0.340 1.442
H: -0.665 0.244 2.287
H: -0.943 -1.675 -2.370
H: 2.159 0.220 -0.297
H: 0.151 0.354 -1.878

---

Model three:
The following is a DFT calculation (ωB97M-V with the def2-TZVPD basis set) of C5H11N as an isolated structure.

Results
LUMO: 0.04035 hartree
HOMO energy: -0.3215 hartree

Cartesian coordinates (Å):
N: -0.226 1.500 1.470
C: -0.665 0.003 0.438
C: -1.490 1.929 2.095
C: 0.603 -0.313 -0.399
C: 1.794 -1.654 -2.232
C: 0.665 -1.268 -1.367
H: -1.925 1.328 2.931
H: -1.123 -0.923 0.833
H: -2.327 2.179 1.410
H: 1.485 0.332 -0.107
H: -1.436 0.547 -0.124
H: 2.178 -2.674 -2.147
H: -0.233 -1.833 -1.503
H: 2.589 -0.928 -2.074
H: -1.237 2.903 2.560
H: -0.127 0.375 1.501
H: 1.474 -1.504 -3.287

---

Model four:
The following is a DFT calculation (ωB97M-V with the def2-TZVPD basis set) of C5H11N as an isolated structure.

Results
LUMO: 0.03634 hartree
HOMO energy: -0.2837 hartree

Cartesian coordinates (Å):
N: -1.280 0.129 -0.167
C: -1.945 -0.423 -1.206
C: 2.520 0.237 0.268
C: 0.052 0.693 -0.079
C: 1.126 -0.370 0.149
C: -2.145 -0.215 0.818
H: -2.917 -0.031 -1.468
H: 2.568 0.950 1.098
H: -2.519 0.540 1.517
H: 2.800 0.772 -0.646
H: -2.347 -1.260 1.018
H: 1.095 -1.087 -0.682
H: 3.275 -0.535 0.448
H: 0.250 1.253 -1.001
H: 0.046 1.406 0.757
H: 0.873 -0.929 1.057
H: -1.453 -1.130 -1.883

---

Of them, model three has the lowest stability.